1.
ORCA calculation (ωB97M-V with the def2-TZVPD basis set) on 2 unconnected molecules or ions with the total composition C5H9NO at a distorted geometry.

```
! wB97M-V def2-TZVPD RIJCOSX def2/J DEFGRID3
* xyz 0 1
C -1.29600 0.43165 -1.37026
C -0.70367 1.14767 -0.16419
C 0.72840 0.85550 0.07544
C 1.34991 -0.22524 -0.35784
N 2.07671 -0.96498 -0.99582
H -2.34593 0.69345 -1.48479
H -0.76138 0.69756 -2.28111
H -1.23426 -0.64774 -1.24301
H -1.21911 0.73799 0.76276
H -0.85554 2.22666 -0.23161
H 1.24402 1.47673 0.79522
H 2.21385 -1.92924 -0.71397
C 0.22425 -1.08986 1.75616
O -0.87447 -0.61910 1.99900
H 0.33086 -1.99462 1.13538
H 1.12235 -0.79644 2.31865
*
```

Calculated values
Maximum force ... 0.029 hartree/bohr
E ... -8865.906 eV
Frontier orbital gap ... 9.70 eV
Energy above the lowest of the compared OMol25 structures with the same formula, charge and spin ... 76.26 kcal/mol
SMILES ... CCC=C=N.C=O
E_LUMO ... 0.85 eV

Results of the Mulliken charge analysis, in e, for atoms 1 through 4:
1 C -1.263
2 C -0.102
3 C -0.705
4 C 0.518

***

2.
ORCA calculation (ωB97M-V with the def2-TZVPD basis set) on a single C2H3NOS2 molecule at a distorted geometry.

```
! wB97M-V def2-TZVPD RIJCOSX def2/J DEFGRID3
* xyz 0 1
O -1.16979 1.81951 -0.05930
C -0.15345 1.24104 -0.02338
N -0.08583 -0.18778 -0.12472
S -1.47894 -1.23982 -0.11328
C 1.05360 -0.88164 0.15327
S 2.57230 -0.18521 -0.15025
H 0.82689 1.64889 0.16501
H -2.37140 -0.24266 -0.23429
H 0.80663 -1.97233 0.38695
*
```

Calculated values
Maximum force ... 0.047 hartree/bohr
E ... -27329.242 eV
Frontier orbital gap ... 8.43 eV
Energy above the lowest of the compared OMol25 structures with the same formula, charge and spin ... 35.40 kcal/mol
SMILES ... O=CN(S)C=S
E_LUMO ... -0.58 eV

Results of the Mulliken charge analysis, in e, for atoms 1 through 4:
1 O -0.434
2 C 0.209
3 N -0.011
4 S -0.112

***

3.
ORCA calculation (ωB97M-V with the def2-TZVPD basis set) on a gas-phase ion, CHN2O4 (charge -1) at a distorted geometry.

```
! wB97M-V def2-TZVPD RIJCOSX def2/J DEFGRID3
* xyz -1 1
O -0.32981 1.93693 0.99768
N -0.07309 0.82585 1.50032
O 0.04939 0.67629 2.71718
C 0.07183 -0.20399 0.63178
N 0.33690 -1.50650 0.85795
O 0.44630 -1.95138 2.00449
O 0.46396 -2.23889 -0.14306
H -0.07850 0.17705 -0.59365
*
```

Calculated values
Maximum force ... 0.120 hartree/bohr
E ... -12218.642 eV
Frontier orbital gap ... 8.94 eV
Energy above the lowest of the compared OMol25 structures with the same formula, charge and spin ... 89.55 kcal/mol
SMILES ... O=[N+]([O-])C=[N+]([O-])[O-]
E_LUMO ... 4.39 eV

Results of the Mulliken charge analysis, in e, for atoms 1 through 4:
1 O -0.681
2 N 0.824
3 O -0.606
4 C -0.317

***

4.
ORCA calculation (ωB97M-V with the def2-TZVPD basis set) on 3 unconnected molecules or ions with the total composition C4H15NO2 at a distorted geometry.

```
! wB97M-V def2-TZVPD RIJCOSX def2/J DEFGRID3
* xyz 0 1
C 0.45964 -2.46672 -0.78953
C -0.83135 -1.73247 -0.38914
C -0.58426 -0.57768 0.56369
N 0.03068 0.55834 -0.11080
C 0.08723 1.75938 0.74710
H 0.79503 -2.08131 -1.75088
H 1.23716 -2.40664 -0.04695
H 0.24573 -3.51961 -0.94364
H -1.29661 -1.27680 -1.26737
H -1.59222 -2.37003 0.06188
H -1.51914 -0.26821 1.03455
H 0.00645 -0.92597 1.43105
H 1.01631 0.31750 -0.25170
H -0.86668 1.88449 1.24852
H 0.87338 1.63838 1.50654
H 0.32448 2.59896 0.10807
O -2.82641 1.83391 -1.92079
H -2.01889 1.58351 -1.44840
H -3.52449 1.72280 -1.25886
O 3.24593 0.24580 1.67846
H 3.76865 0.72290 1.02392
H 3.88412 0.07647 2.38752
*
```

Calculated values
Maximum force ... 0.023 hartree/bohr
E ... -9975.998 eV
Frontier orbital gap ... 9.51 eV
Energy above the lowest of the compared OMol25 structures with the same formula, charge and spin ... 25.10 kcal/mol
SMILES ... CCCNC.O.O
E_LUMO ... 0.52 eV

Results of the Mulliken charge analysis, in e, for atoms 1 through 4:
1 C -1.155
2 C -0.437
3 C -0.692
4 N -0.351

***

5.
ORCA calculation (ωB97M-V with the def2-TZVPD basis set) on 3 unconnected molecules or ions with the total composition C3H11NO2 at a distorted geometry.

```
! wB97M-V def2-TZVPD RIJCOSX def2/J DEFGRID3
* xyz -1 2
C 1.66162 -0.93803 1.42521
C 0.28948 -0.35871 1.27616
C -0.83044 -1.05834 1.02610
N 0.27039 1.07273 1.11474
H 1.82100 -1.57807 2.27400
H 2.34754 -0.08279 1.47222
H 1.94631 -1.42445 0.52088
H -1.78887 -0.60805 0.80762
H -0.72059 -2.13653 0.97220
H 0.95015 1.33907 0.40912
H -0.67798 1.31083 0.86646
H -1.22446 2.68406 -2.43196
H -1.22492 1.58485 -1.45471
O -0.90915 2.48861 -1.54404
H -0.84123 -1.15161 -2.92266
H -0.27574 -0.72522 -1.52469
O -0.79308 -0.41833 -2.28665
*
```

Calculated values
Maximum force ... 0.031 hartree/bohr
E ... -8872.965 eV
Expectation value of S² ... 0.75
Frontier orbital gap (spin up / spin down) ... 3.29 / 8.91 eV
Energy above the lowest of the compared OMol25 structures with the same formula, charge and spin ... 15.53 kcal/mol
E_LUMO (spin up / spin down) ... 4.18 / 3.94 eV

Results of the Mulliken charge analysis, in e, for atoms 1 through 4:
1 C -1.820
2 C 1.086
3 C -1.778
4 N -0.995

***

6.
ORCA calculation (ωB97M-V with the def2-TZVPD basis set) on a single C4H8N2O molecule.

```
! wB97M-V def2-TZVPD RIJCOSX def2/J DEFGRID3
* xyz 0 1
C 0.18202 1.43754 1.11051
C 0.68597 0.13988 0.49222
N 0.14933 -1.12198 1.08062
C -0.79121 -1.69590 0.36854
C 0.28142 -0.08016 -0.94471
N -0.53593 0.64722 -1.58609
O -0.91276 -0.05464 -2.73427
H 0.57775 1.60105 2.11923
H -0.90965 1.45775 1.14647
H 0.51001 2.26923 0.47881
H 1.78290 0.09492 0.57475
H 0.66923 -1.54444 1.85475
H -0.95477 -2.73378 0.67770
H 0.65081 -1.01219 -1.37394
H -1.38513 0.59551 -3.26459
*
```

Calculated values
Maximum force ... 0.014 hartree/bohr
E ... -9300.864 eV
Frontier orbital gap ... 8.72 eV
Energy above the lowest of the compared OMol25 structures with the same formula, charge and spin ... 127.50 kcal/mol
E_LUMO ... 0.84 eV

Results of the Mulliken charge analysis, in e, for atoms 1 through 4:
1 C -1.307
2 C 0.467
3 N -0.050
4 C -0.534

***

7.
ORCA calculation (ωB97M-V with the def2-TZVPD basis set) on 2 unconnected molecules or ions with the total composition C5H13F2N2 at a distorted geometry.

```
! wB97M-V def2-TZVPD RIJCOSX def2/J DEFGRID3
* xyz 1 1
C 2.05943 -0.91500 1.74790
C -0.08620 -0.27889 -1.74514
C -1.05921 0.56179 -1.07153
C 1.11033 0.33329 1.76622
C -0.32872 0.05772 1.90444
N -2.32578 0.26857 -0.87233
N -0.26324 0.40732 -2.94183
F 1.34698 1.07032 0.56283
F -0.71394 -1.08587 1.16527
H 1.79441 -1.54394 2.51593
H 1.98914 -1.49271 0.76232
H 3.11480 -0.62701 1.85740
H -0.63982 -1.26160 -1.75392
H 0.95441 -0.35682 -1.36572
H -0.78562 1.65732 -1.01033
H 1.53422 0.96886 2.57439
H -0.38793 -0.20538 3.09731
H -3.14678 1.02349 -1.01447
H -2.44459 -0.72601 -0.91769
H -0.86599 0.10942 -3.66710
H -1.09974 0.82595 1.65107
H 0.24384 1.20920 -3.24499
*
```

Calculated values
Maximum force ... 0.089 hartree/bohr
E ... -13802.557 eV
Frontier orbital gap ... 10.55 eV
Energy above the lowest of the compared OMol25 structures with the same formula, charge and spin ... 4.95 kcal/mol
E_LUMO ... -3.82 eV

Results of the Mulliken charge analysis, in e, for atoms 1 through 4:
1 C -1.185
2 C -0.344
3 C 0.009
4 C 0.410

***

8.
ORCA calculation (ωB97M-V with the def2-TZVPD basis set) on a single C2H4N2OS molecule at a distorted geometry.

```
! wB97M-V def2-TZVPD RIJCOSX def2/J DEFGRID3
* xyz 0 3
C -0.04716 0.81019 -0.22063
C -0.56936 -0.51629 0.30090
N -1.06478 1.78613 -0.22972
N -2.11278 1.50906 0.24297
O -2.96060 -0.86445 -0.81778
S -2.43403 -0.37119 0.44532
H 0.83942 1.30621 0.29254
H 0.13400 0.66965 -1.21097
H -0.46990 -1.35851 -0.34999
H -0.49055 -0.87028 1.34406
*
```

Calculated values
Maximum force ... 0.101 hartree/bohr
E ... -17996.345 eV
Expectation value of S² ... 2.01
Frontier orbital gap (spin up / spin down) ... 7.13 / 8.15 eV
Energy above the lowest of the compared OMol25 structures with the same formula, charge and spin ... 49.32 kcal/mol
E_LUMO (spin up / spin down) ... 0.62 / -2.02 eV

Results of the Mulliken charge analysis, in e, for atoms 1 through 4:
1 C -0.364
2 C -0.485
3 N -0.127
4 N -0.208

***

9.
ORCA calculation (ωB97M-V with the def2-TZVPD basis set) on a molecular structure, C28H30ClP3Pt.

```
! wB97M-V def2-TZVPD RIJCOSX def2/J DEFGRID3
* xyz 4 1
Pt -0.24120 0.80832 0.50330
C 3.08313 1.63312 0.89030
P 1.89728 1.03235 -0.32771
C 2.53753 -0.53849 -0.94504
C 1.82800 2.18676 -1.70004
C 2.85453 2.26198 -2.63455
C 2.75685 3.16863 -3.68539
C 1.64608 3.99146 -3.80207
C 0.61320 3.91725 -2.87299
C 0.70891 3.01610 -1.81884
P -0.52645 2.91552 -0.52925
C -0.21064 4.14707 0.75200
C -2.14178 3.27514 -1.22626
H 4.03362 1.78262 0.36961
H 3.24053 0.91073 1.68920
H 2.77326 2.58760 1.31472
H 3.59502 -0.40507 -1.18695
H 2.00087 -0.83541 -1.84542
H 2.46466 -1.32399 -0.19433
H 3.73084 1.62884 -2.56507
H 3.54685 3.21884 -4.42342
H 1.57878 4.69656 -4.62041
H -0.24754 4.56303 -2.99140
H -0.11561 5.10343 0.22627
H 0.71408 3.95382 1.29302
H -1.04329 4.21107 1.45385
H -2.10778 4.32009 -1.55039
H -2.93639 3.19274 -0.48791
H -2.34829 2.63566 -2.08355
Cl -2.75894 0.84746 0.98437
C -3.39044 -0.67808 0.36512
C -4.72909 -0.75832 0.09628
C -5.22718 -1.97588 -0.39213
C -4.39157 -3.06631 -0.60108
C -3.03885 -2.96910 -0.32598
C -2.51330 -1.76541 0.18769
P -0.83164 -1.67047 0.64039
C 0.19825 -2.90693 0.00357
C 1.02879 -3.65552 0.87427
C 1.75386 -4.70739 0.35834
C 1.70210 -4.98932 -1.00919
C 0.89971 -4.24075 -1.87630
C 0.15210 -3.19602 -1.38213
C -0.43164 -1.05926 2.23078
C 0.92657 -0.65399 2.44137
C 1.28886 -0.08857 3.65481
C 0.33730 0.04200 4.65742
C -0.99505 -0.37577 4.46561
C -1.39636 -0.88597 3.26049
H -5.39022 0.08447 0.25045
H -6.28583 -2.05692 -0.60796
H -4.79824 -3.99719 -0.97356
H -2.39512 -3.82691 -0.46813
H 1.05028 -3.45429 1.93728
H 2.34909 -5.32800 1.01560
H 2.29275 -5.80736 -1.40414
H 0.86507 -4.48779 -2.92912
H -0.47143 -2.60961 -2.04777
H 1.68684 -0.93183 1.72328
H 2.31650 0.19201 3.84412
H 0.62626 0.44096 5.62328
H -1.69711 -0.30571 5.28712
H -2.41736 -1.21402 3.11458
*
```

Calculated values
Maximum force ... 0.019 hartree/bohr
E ... -73118.531 eV
Frontier orbital gap ... 5.43 eV
E_LUMO ... -15.10 eV

Results of the Mulliken charge analysis, in e, for atoms 1 through 4:
1 Pt 0.464
2 C -1.175
3 P 0.687
4 C -1.255